# 1
11
Properties=species:S:1:pos:R:3:mulliken_charge:R:1 method="wB97M-V/def2-TZVPD" orbital_gap_ev=9.82 de_lowest_kcal_mol=206.3
C -1.1341 -0.5865 -0.0850 -0.7329
C -0.0957 0.5795 0.4688 0.0111
C 1.0733 0.3241 -0.2300 -0.3601
H -1.7620 -1.0489 1.4129 0.2080
H -2.3763 0.1443 -1.0783 0.1990
H -0.1820 -1.6301 -0.9283 0.2100
H -0.7224 1.4466 0.0620 0.2091
H 0.0916 0.4026 1.5760 0.3239
H 0.9251 0.1051 -1.3500 0.3775
F 2.1193 1.2503 0.0124 -0.2968
Cl 2.0632 -0.9870 0.1394 -0.1486

***

# 2
37
Properties=species:S:1:pos:R:3:mulliken_charge:R:1 method="wB97M-V/def2-TZVPD" charge=-1 orbital_gap_ev=4.63 de_lowest_kcal_mol=121.0
Cu 2.0761 2.1141 -0.7290 0.0029
O -0.4443 -2.5687 -3.3324 -0.9298
C 0.2597 -1.6883 -2.8036 1.0057
C 1.8366 -1.8261 -2.6660 -0.0062
O 2.5358 -2.4848 -3.3837 -0.6377
C 2.3020 -0.8750 -1.5297 1.2162
C 0.7820 0.6142 -2.0160 1.5373
O 0.3342 1.8563 -1.6882 -1.1941
C 0.0816 -0.1658 -3.1424 -0.1906
O -0.3989 0.2977 -4.1415 -0.6722
O 3.3524 -1.0563 -0.8287 -0.9666
N 2.1888 0.7555 0.7809 -0.6278
C 0.9319 0.0153 0.4973 1.1601
C 0.6068 -1.1065 1.4798 -1.3737
C -0.3413 -0.6448 2.5876 -0.5541
C -1.7805 -0.7761 2.0551 -1.1543
N -2.0860 -0.0056 0.8381 -0.1609
C -2.1913 1.3216 0.8315 0.9076
N -2.5725 1.9479 1.9746 -0.4219
N -1.9563 2.0311 -0.2583 -0.4096
C 0.9407 -0.4794 -0.9334 -0.0607
O -0.0171 -1.4672 -1.1626 -0.9047
O 2.2045 0.5776 -2.3434 -0.8437
H 2.9370 0.1094 0.4199 0.4022
H 2.3105 0.9231 1.7722 0.2722
H 0.1202 0.7363 0.4991 0.0050
H 1.5414 -1.5562 1.8212 0.4978
H 0.0766 -1.8896 0.9332 0.3364
H -0.1126 0.3590 2.9599 0.3468
H -0.3034 -1.3156 3.4517 0.3541
H -2.5402 -0.5727 2.8155 0.4169
H -1.9227 -1.8157 1.7640 0.4959
H -1.7034 -0.4173 -0.0164 0.3017
H -3.0200 1.3917 2.6825 0.1714
H -2.9123 2.8904 1.8918 0.2374
H -1.1870 1.7379 -0.9422 0.1654
H -1.9290 3.0327 -0.1385 0.2755

***

# 3
19
Properties=species:S:1:pos:R:3:mulliken_charge:R:1 method="wB97M-V/def2-TZVPD" charge=+1 orbital_gap_ev=11.01 de_lowest_kcal_mol=44.0
C -0.1745 -0.4064 1.2748 -0.2116
C -0.4856 -1.1487 0.0211 0.0331
C 0.1793 0.2465 -0.5991 -0.0233
C 0.2795 -2.4345 -0.3390 -1.2636
C -0.7695 0.9957 -1.4528 -1.6054
C 0.7250 1.8760 1.3419 -0.7869
N 0.2355 0.6982 0.7556 0.2119
H -0.2585 -0.6996 2.2830 0.4982
H -1.5863 -1.2321 0.0159 0.4320
H 1.1630 0.0541 -1.0606 0.4025
H -0.4940 -3.2484 -0.1676 0.3601
H 1.2743 -2.5695 0.1649 0.3629
H 0.5610 -2.3831 -1.4097 0.3224
H -1.7123 0.8416 -1.0676 0.4147
H -0.8417 0.6890 -2.4741 0.3990
H -0.5939 1.9928 -1.6730 0.4609
H 0.6102 1.8654 2.3806 0.3534
H 0.1314 2.8515 0.9357 0.2870
H 1.7571 2.0115 1.0700 0.3526

***

# 4
14
Properties=species:S:1:pos:R:3:mulliken_charge:R:1 method="wB97M-V/def2-TZVPD" orbital_gap_ev=10.38 smiles="BC1(B)CC1=C" de_lowest_kcal_mol=20.4
B 0.7422 1.5594 0.1603 0.1723
B 1.6704 -0.8550 -0.7470 0.1588
C -0.1678 -0.6484 1.1560 -0.2976
C -2.0742 -0.0325 -0.5972 -0.6759
C -0.8527 -0.1445 -0.0321 0.1083
C 0.8104 0.0202 0.1854 -0.1285
H 1.1492 2.1537 -0.7664 -0.0925
H 0.2749 2.1537 1.0590 -0.0742
H 1.7862 -2.0073 -0.5552 -0.0728
H 2.2698 -0.3534 -1.6169 -0.0690
H -0.3750 -0.1400 2.0915 0.2108
H -0.0833 -1.7217 1.2797 0.2492
H -2.9180 -0.4591 -0.0855 0.2473
H -2.2322 0.4748 -1.5317 0.2638

***

Here are the calculated HOMO numbers, same order: -10.52 -2.91 -15.47 -10.23 (eV).